One molecule with the formula C5H7NO2 in a non-equilibrium geometry, computed with ωB97M-V/def2-TZVPD.

Values from the calculation:
Orbital gap (Eh): 0.332
LUMO (eV): 1.0
Total charge: 0
Molecular weight (g mol⁻¹): 113.12
DFT total energy (Ha): -399.80161

Cartesian coordinates (Å):
C1 -1.87 -0.54 1.63
C2 -1.01 -0.10 0.54
C3 0.38 -0.31 0.64
C4 0.95 0.24 -0.58
C5 2.24 0.04 -1.38
O1 1.99 1.19 -0.58
N1 -0.26 0.69 -1.41
O2 -1.40 0.57 -0.61
H1 -2.64 0.15 1.90
H2 -1.24 -0.84 2.42
H3 -2.64 -1.37 1.21
H4 0.92 -0.85 1.43
H5 2.90 -0.65 -1.02
H6 1.91 0.12 -2.42
H7 -0.22 1.66 -1.75